No. 1
{
  "formula": "C20H29GeN3OY",
  "method": "wB97M-V/def2-TZVPD",
  "elements": ["Y", "O", "C", "N", "C", "C", "C", "C", "C", "C", "N", "C", "C", "C", "C", "C", "N", "H", "H", "H", "H", "H", "H", "H", "H", "H", "H", "C", "C", "C", "C", "Ge", "C", "C", "C", "C", "H", "H", "H", "H", "H", "H", "H", "H", "H", "H", "H", "H", "H", "H", "H", "H", "H", "H", "H"],
  "xyz": [[0.364, -0.248, -1.469], [-2.047, -2.175, -3.995], [-1.199, -2.063, -3.154], [-1.327, -1.361, -1.946], [-2.629, -0.679, -1.847], [-2.472, 0.792, -2.176], [-3.524, 1.589, -2.589], [-3.293, 2.929, -2.857], [-2.010, 3.449, -2.701], [-1.012, 2.606, -2.281], [-1.229, 1.294, -2.016], [0.182, -2.642, -3.352], [0.406, -3.756, -4.130], [1.710, -4.218, -4.260], [2.744, -3.533, -3.629], [2.443, -2.410, -2.889], [1.176, -1.965, -2.741], [-3.041, -0.797, -0.842], [-3.339, -1.127, -2.544], [-4.507, 1.155, -2.717], [-4.102, 3.563, -3.196], [-1.791, 4.486, -2.914], [0.003, 2.972, -2.162], [-0.430, -4.238, -4.618], [1.920, -5.099, -4.852], [3.771, -3.858, -3.720], [3.235, -1.837, -2.416], [1.755, -0.329, 6.006], [1.101, -0.446, 4.642], [0.861, -1.872, 4.181], [0.259, -1.841, 2.767], [1.712, -0.814, 1.974], [1.648, 1.034, 1.298], [0.247, 1.646, 1.251], [0.266, 3.145, 0.954], [-1.117, 3.767, 1.085], [2.003, 0.703, 6.247], [2.665, -0.925, 6.067], [1.057, -0.690, 6.764], [1.790, 0.069, 3.884], [0.165, 0.118, 4.604], [0.191, -2.429, 4.838], [1.804, -2.429, 4.190], [-0.668, -1.269, 2.723], [0.113, -2.847, 2.375], [3.084, -1.487, 2.019], [2.257, 1.189, 0.394], [2.253, 1.526, 2.073], [-0.261, 1.473, 2.204], [-0.411, 1.148, 0.507], [0.682, 3.316, -0.045], [0.961, 3.624, 1.649], [-1.851, 3.252, 0.460], [-1.100, 4.814, 0.787], [-1.469, 3.726, 2.116]],
  "orbital_gap_ev": 6.77,
  "de_lowest_kcal_mol": 45.82,
  "total_charge": 3,
  "e_lumo_ev": -11.684
}

=====

No. 2
{
  "formula": "C20H29N10O3SSn",
  "method": "wB97M-V/def2-TZVPD",
  "elements": ["Sn", "N", "C", "C", "C", "C", "C", "C", "S", "O", "O", "N", "C", "N", "C", "C", "C", "N", "H", "H", "H", "H", "H", "H", "H", "H", "H", "N", "N", "N", "C", "N", "N", "H", "H", "H", "C", "C", "C", "C", "C", "N", "H", "H", "H", "H", "H", "H", "H", "H", "H", "C", "C", "C", "O", "C", "H", "H", "H", "H", "H", "H", "H", "H"],
  "xyz": [[-0.200, -0.262, -1.180], [4.727, -1.029, 6.131], [4.037, -1.018, 5.004], [4.568, -1.628, 3.824], [3.870, -1.573, 2.652], [2.635, -0.906, 2.617], [2.055, -0.367, 3.774], [2.745, -0.406, 4.954], [1.714, -0.836, 1.104], [2.488, -0.367, -0.017], [0.493, -0.079, 1.323], [1.296, -2.343, 0.832], [1.867, -3.255, 0.075], [1.462, -3.375, -1.231], [1.921, -4.349, -1.967], [2.852, -5.289, -1.503], [3.265, -5.090, -0.174], [2.792, -4.121, 0.557], [5.640, -1.466, 6.186], [4.370, -0.592, 6.973], [5.528, -2.127, 3.862], [4.280, -2.010, 1.752], [1.077, 0.090, 3.711], [2.320, 0.019, 5.855], [1.565, -4.387, -2.993], [3.241, -6.084, -2.123], [3.970, -5.759, 0.311], [-3.332, -4.491, -2.262], [-2.993, -3.489, -1.435], [-3.812, -3.053, -0.510], [-3.146, -2.031, -0.006], [-1.967, -1.877, -0.618], [-1.878, -2.827, -1.541], [-4.148, -5.011, -1.981], [-2.566, -4.977, -2.695], [-3.506, -1.409, 0.795], [-4.565, 3.163, 0.373], [-4.225, 2.682, -1.050], [-3.849, 3.880, -1.947], [-5.410, 1.907, -1.655], [-3.074, 1.803, -0.992], [-2.141, 1.132, -0.974], [-5.391, 3.869, 0.304], [-3.718, 3.665, 0.840], [-4.879, 2.334, 1.007], [-4.731, 4.508, -2.066], [-3.525, 3.552, -2.934], [-3.061, 4.480, -1.492], [-6.269, 2.575, -1.693], [-5.672, 1.043, -1.044], [-5.189, 1.572, -2.668], [2.101, 3.951, -2.350], [0.950, 4.468, -1.480], [0.491, 3.194, -0.789], [0.696, 2.138, -1.749], [1.581, 2.593, -2.800], [3.006, 3.832, -1.753], [2.319, 4.605, -3.190], [0.154, 4.878, -2.104], [1.263, 5.232, -0.772], [-0.560, 3.199, -0.501], [1.101, 2.993, 0.099], [0.996, 2.678, -3.720], [2.364, 1.850, -2.955]],
  "orbital_gap_ev": [5.66, 5.22],
  "de_lowest_kcal_mol": 46.10,
  "total_charge": 3,
  "e_lumo_ev": [-11.362, -11.807]
}

=====

No. 3
{
  "formula": "C20H29N2O3S3SiTl",
  "method": "wB97M-V/def2-TZVPD",
  "elements": ["Tl", "S", "C", "C", "C", "C", "N", "C", "C", "C", "S", "C", "N", "H", "H", "C", "C", "C", "C", "O", "Si", "S", "O", "C", "C", "C", "C", "O", "C", "C", "C", "C", "H", "H", "H", "H", "H", "H", "H", "H", "H", "H", "H", "H", "H", "H", "H", "H", "H", "H", "H", "H", "H", "H", "H", "H", "H", "H", "H"],
  "xyz": [[0.001, -1.391, -4.511], [1.721, 0.841, -4.574], [0.708, 1.871, -3.619], [1.363, 2.779, -2.793], [0.689, 3.731, -2.029], [1.406, 4.604, -1.208], [2.019, 5.327, -0.547], [-0.723, 3.793, -2.115], [-1.383, 2.870, -2.925], [-0.716, 1.900, -3.662], [-1.715, 0.846, -4.609], [-1.454, 4.754, -1.412], [-2.085, 5.553, -0.866], [2.443, 2.740, -2.754], [-2.463, 2.902, -2.992], [-2.473, -3.176, -0.310], [-1.518, -3.101, 0.888], [-2.250, -3.522, 2.175], [-0.308, -4.010, 0.669], [-1.116, -1.770, 1.068], [0.053, -0.957, 0.235], [0.132, -1.506, -1.749], [1.418, -1.424, 1.034], [2.736, -1.031, 0.750], [2.805, 0.450, 0.379], [3.546, -1.294, 2.032], [3.277, -1.882, -0.404], [-0.155, 0.616, 0.627], [-1.191, 1.297, 1.279], [-0.735, 2.755, 1.399], [-2.474, 1.179, 0.455], [-1.414, 0.720, 2.682], [-2.817, -4.194, -0.486], [-1.941, -2.813, -1.188], [-3.330, -2.527, -0.132], [-2.567, -4.562, 2.101], [-3.125, -2.891, 2.328], [-1.584, -3.409, 3.029], [-0.605, -5.058, 0.668], [0.417, -3.828, 1.459], [0.154, -3.753, -0.280], [2.308, 1.046, 1.141], [2.278, 0.611, -0.556], [3.839, 0.778, 0.274], [3.137, -0.705, 2.851], [4.591, -1.025, 1.884], [3.479, -2.348, 2.295], [2.675, -1.687, -1.289], [3.181, -2.938, -0.156], [4.320, -1.645, -0.611], [-0.464, 3.133, 0.419], [0.147, 2.812, 2.037], [-1.521, 3.378, 1.818], [-2.275, 1.498, -0.565], [-3.271, 1.789, 0.875], [-2.786, 0.138, 0.435], [-0.499, 0.806, 3.265], [-1.674, -0.328, 2.600], [-2.213, 1.258, 3.189]],
  "orbital_gap_ev": 5.66,
  "total_charge": -2,
  "e_lumo_ev": 4.415
}

=====

No. 4
{
  "formula": "C20H30AgF2O10",
  "method": "wB97M-V/def2-TZVPD",
  "elements": ["Ag", "F", "F", "O", "C", "O", "C", "C", "C", "H", "H", "H", "H", "H", "H", "O", "C", "O", "C", "C", "C", "H", "H", "H", "H", "H", "H", "O", "C", "O", "C", "C", "C", "H", "H", "H", "H", "H", "H", "O", "C", "O", "C", "C", "C", "H", "H", "H", "H", "H", "H", "O", "C", "O", "C", "C", "C", "H", "H", "H", "H", "H", "H"],
  "xyz": [[-0.310, -0.516, 0.084], [-0.230, -2.133, -1.305], [-0.384, 1.136, 1.540], [-1.693, 0.697, -1.454], [-2.216, 1.711, -1.789], [-2.197, 2.200, -3.047], [-2.802, 3.513, -3.092], [-3.629, 3.568, -1.831], [-2.866, 2.726, -0.838], [-3.383, 3.648, -4.000], [-2.074, 4.329, -3.062], [-4.621, 3.152, -2.032], [-3.833, 4.580, -1.471], [-3.526, 2.441, -0.028], [-1.993, 3.248, -0.434], [-0.563, -1.650, 2.102], [-0.011, -1.701, 3.167], [0.285, -2.879, 3.700], [0.845, -2.724, 5.030], [1.305, -1.272, 5.074], [0.409, -0.536, 4.058], [1.665, -3.435, 5.115], [0.028, -3.017, 5.692], [2.391, -1.234, 5.014], [1.113, -0.908, 6.091], [0.957, 0.161, 3.435], [-0.521, -0.178, 4.490], [1.918, -1.008, 0.841], [2.898, -0.570, 1.354], [3.850, -1.372, 1.856], [4.889, -0.668, 2.533], [4.840, 0.691, 1.895], [3.380, 0.902, 1.457], [5.825, -1.211, 2.439], [4.612, -0.598, 3.592], [5.478, 0.753, 1.009], [5.202, 1.469, 2.573], [3.292, 1.465, 0.535], [2.878, 1.479, 2.235], [-2.689, -1.134, 0.327], [-3.221, -1.981, -0.327], [-4.432, -1.718, -0.881], [-4.889, -2.849, -1.601], [-4.151, -4.056, -1.040], [-2.817, -3.388, -0.646], [-4.636, -2.758, -2.663], [-5.971, -2.938, -1.496], [-4.069, -4.871, -1.755], [-4.590, -4.479, -0.133], [-2.136, -3.349, -1.502], [-2.282, -3.866, 0.169], [1.235, 0.685, -1.174], [1.689, 1.186, -2.154], [2.984, 1.551, -2.218], [3.235, 2.254, -3.450], [2.147, 1.846, -4.408], [0.987, 1.530, -3.439], [4.225, 1.954, -3.792], [3.267, 3.323, -3.230], [2.430, 1.011, -5.043], [1.815, 2.651, -5.064], [0.303, 0.734, -3.728], [0.357, 2.407, -3.280]],
  "spin_multiplicity": 2,
  "orbital_gap_ev": [9.40, 8.40],
  "de_lowest_kcal_mol": 0.00,
  "s_squared": 0.7531,
  "e_lumo_ev": [0.642, -0.554]
}